Entry from the OMol25 dataset: a cluster of 10 separate species, C17H28Cl27NO4P in total in a non-equilibrium geometry (ωB97M-V/def2-TZVPD).

- Gap between HOMO and LUMO: 6.062 eV

ORCA input file:
```
! wB97M-V def2-TZVPD RIJCOSX def2/J DEFGRID3
* xyz -1 1
C -3.536 -1.440 1.501
C -2.523 -2.561 1.480
O -2.878 -3.724 1.647
N -1.230 -2.239 1.142
C -0.481 -1.204 1.873
C 0.727 -0.668 1.081
C 0.707 0.827 0.742
C -0.310 1.356 -0.302
C -1.146 0.306 -1.027
O -0.362 -0.569 -1.754
P -1.067 -1.031 -3.327
O -1.940 0.518 -3.296
C -2.171 0.958 -2.011
O -2.140 2.389 -1.940
H -4.446 -1.805 1.977
H -3.759 -1.132 0.476
H -3.198 -0.554 2.042
H -0.695 -3.089 1.016
H -1.162 -0.398 2.147
H -0.120 -1.658 2.806
H 1.606 -0.822 1.717
H 0.886 -1.279 0.188
H 1.707 1.073 0.370
H 0.608 1.392 1.680
H 0.238 1.909 -1.071
H -1.007 2.050 0.175
H -1.794 -0.169 -0.271
H -0.392 -2.325 -3.267
H -2.193 -1.629 -2.610
H -1.648 -1.392 -4.597
H 0.087 -0.433 -3.900
H -3.197 0.647 -1.728
H -2.837 2.666 -2.546
C -7.532 -2.873 0.019
Cl -5.912 -3.538 0.116
Cl -8.026 -2.181 1.573
Cl -7.651 -1.662 -1.261
H -8.220 -3.673 -0.216
C -0.152 5.737 0.876
Cl -0.189 4.858 2.420
Cl 1.497 6.293 0.559
Cl -0.762 4.717 -0.405
H -0.782 6.612 0.960
C 5.045 -1.771 1.290
Cl 3.753 -2.790 1.916
Cl 4.419 -0.406 0.367
Cl 6.095 -1.214 2.600
H 5.640 -2.383 0.627
C 2.804 -6.734 3.014
Cl 3.169 -8.181 2.069
Cl 4.289 -5.893 3.465
Cl 1.706 -5.672 2.137
H 2.310 -7.047 3.924
C 3.765 3.615 1.852
Cl 4.293 2.521 3.128
Cl 4.575 5.180 1.990
Cl 4.056 2.917 0.260
H 2.698 3.773 1.967
C 0.876 2.677 -5.509
Cl 2.328 3.523 -6.100
Cl 0.955 0.962 -5.853
Cl 0.640 2.978 -3.792
H 0.027 3.088 -6.038
C 8.469 -3.518 -0.633
Cl 7.679 -2.136 -1.391
Cl 9.908 -3.015 0.254
Cl 7.344 -4.370 0.427
H 8.777 -4.202 -1.412
C -5.540 3.096 -4.624
Cl -5.841 2.210 -3.130
Cl -3.837 3.529 -4.754
Cl -6.064 2.164 -6.028
H -6.119 4.009 -4.597
C -0.229 2.658 5.511
Cl -0.268 1.807 7.059
Cl 1.413 3.172 5.122
Cl -0.895 1.655 4.227
H -0.846 3.542 5.604
*
```

---

Entry from the OMol25 dataset: the ion C5H10NO with charge -1 in a non-equilibrium geometry (ωB97M-V/def2-TZVPD).

- Gap between HOMO and LUMO: 6.128 eV
- SMILES: C=C(N)CCC[O-]

ORCA input file:
```
! wB97M-V def2-TZVPD RIJCOSX def2/J DEFGRID3
* xyz -1 1
C 0.769 2.271 -0.213
C -0.148 1.216 -0.245
N -1.286 1.251 -1.094
C -0.233 0.100 0.787
C 0.789 -0.939 0.313
C -0.034 -2.305 0.295
O 0.642 -3.386 0.058
H 0.757 2.930 -1.049
H 1.703 2.264 0.434
H -1.324 1.932 -1.844
H -1.694 0.323 -1.340
H -1.316 -0.083 0.938
H -0.008 0.462 1.909
H 1.224 -0.508 -0.740
H 1.667 -1.047 0.964
H -0.586 -2.307 1.288
H -0.921 -2.173 -0.462
*
```

---

Entry from the OMol25 dataset: a structure of composition C16H17ClN2O3S2 in a non-equilibrium geometry (ωB97M-V/def2-TZVPD).

- Gap between HOMO and LUMO: 9.468 eV

ORCA input file:
```
! wB97M-V def2-TZVPD RIJCOSX def2/J DEFGRID3
* xyz 0 1
O -2.827 0.678 1.323
C -1.950 -0.132 1.628
N -0.869 -0.351 0.827
C -0.828 0.404 -0.222
N 0.158 0.351 -1.122
C -0.064 1.056 -2.366
C -0.639 0.168 -3.459
H 0.097 -0.450 -3.961
H -1.482 -0.424 -3.115
S -1.276 1.447 -4.590
O -2.292 0.942 -5.465
O -0.152 2.116 -5.178
C -1.970 2.462 -3.246
C -1.062 2.187 -2.068
H -0.528 3.088 -1.761
S -2.037 1.615 -0.566
H -1.984 3.503 -3.551
H -2.984 2.108 -3.085
H 0.888 1.471 -2.719
C 1.194 -0.659 -1.026
C 1.833 -0.658 0.338
C 2.023 -1.843 1.035
C 2.612 -1.842 2.286
C 3.011 -0.640 2.848
C 2.834 0.553 2.165
C 2.251 0.537 0.913
H 2.110 1.465 0.380
H 3.149 1.483 2.612
Cl 3.730 -0.628 4.419
H 2.752 -2.764 2.828
H 1.706 -2.778 0.600
H 1.945 -0.424 -1.787
H 0.780 -1.651 -1.237
C -1.998 -0.922 2.867
C -1.296 -2.255 2.920
C -0.718 -1.100 3.651
H 0.169 -0.640 3.244
H -0.791 -1.067 4.727
H -0.799 -2.571 2.017
H -1.775 -3.045 3.478
H -2.920 -0.794 3.418
*
```

---

Entry from the OMol25 dataset: the ion C7H13INO with charge +1 in a non-equilibrium geometry (ωB97M-V/def2-TZVPD).

- Gap between HOMO and LUMO: 8.676 eV

ORCA input file:
```
! wB97M-V def2-TZVPD RIJCOSX def2/J DEFGRID3
* xyz 1 1
C 0.502 1.211 0.403
C 0.639 1.645 -1.060
C 0.798 -0.269 0.638
C -0.225 -1.241 -0.070
C -0.456 1.134 -1.917
C 0.793 -0.605 2.122
C -1.662 -1.061 0.435
N -0.166 -0.917 -1.427
O 0.311 -1.544 -2.306
I -0.252 1.005 -3.966
H 1.228 1.775 0.994
H -0.484 1.475 0.785
H 0.588 2.741 -1.094
H 1.612 1.357 -1.464
H 1.782 -0.502 0.221
H 0.122 -2.272 0.097
H -1.472 1.229 -1.559
H -0.148 -0.328 2.589
H 1.597 -0.063 2.615
H 0.962 -1.664 2.286
H -1.854 -0.055 0.794
H -1.844 -1.763 1.244
H -2.369 -1.286 -0.360
*
```

---

Entry from the OMol25 dataset: a cluster of 3 separate species, C3H15N2O2S in total in a non-equilibrium geometry (ωB97M-V/def2-TZVPD).

- Gap between HOMO and LUMO: 10.096 eV

ORCA input file:
```
! wB97M-V def2-TZVPD RIJCOSX def2/J DEFGRID3
* xyz 1 1
N 0.505 0.670 -0.611
C 0.566 -0.645 0.101
C 1.250 -1.653 -0.797
S 0.119 -2.100 -2.200
C 1.392 -0.340 1.419
N 0.531 0.496 2.231
H 1.356 1.105 -0.972
H -0.195 0.665 -1.356
H 0.147 1.371 0.044
H -0.475 -0.840 0.329
H 2.133 -1.285 -1.309
H 1.370 -2.593 -0.265
H 0.597 -1.309 -3.173
H 2.286 0.146 1.032
H 1.674 -1.346 1.733
H 1.022 1.233 2.724
H 0.061 -0.041 2.950
H -2.408 2.163 -0.667
H -1.664 3.126 -1.630
O -1.567 2.318 -1.115
H -2.927 -0.415 -0.305
H -2.606 -0.569 1.247
O -3.167 -0.158 0.587
*
```

---

Entry from the OMol25 dataset: the ion C2H3O2Se with charge -1 in a non-equilibrium geometry (ωB97M-V/def2-TZVPD).

- Gap between HOMO and LUMO: 6.828 eV

ORCA input file:
```
! wB97M-V def2-TZVPD RIJCOSX def2/J DEFGRID3
* xyz -1 1
C 0.111 -0.989 -0.639
C 0.070 0.402 -0.142
O -0.629 -1.934 -0.057
O 0.858 -1.294 -1.542
Se -0.958 0.566 1.528
H -0.610 1.039 -0.921
H 1.111 0.873 -0.097
H -1.242 -1.500 0.681
*
```

---

Entry from the OMol25 dataset: a structure of composition C22H35CaO3 in a non-equilibrium geometry (ωB97M-V/def2-TZVPD).

- Gap between HOMO and LUMO: 5.913 eV

ORCA input file:
```
! wB97M-V def2-TZVPD RIJCOSX def2/J DEFGRID3
* xyz -1 1
O -0.020 -1.134 -1.469
C 1.285 -1.849 -1.552
C 0.859 -2.764 -2.691
H 1.499 -2.366 -0.608
H 2.088 -1.152 -1.823
C -0.500 -2.034 -2.590
H 0.827 -3.824 -2.427
H 1.419 -2.608 -3.617
C -1.600 -2.954 -2.094
H -1.376 -3.297 -1.071
H -1.700 -3.832 -2.749
H -2.553 -2.416 -2.096
C -0.892 -1.146 -3.770
H -0.090 -0.435 -4.023
H -1.791 -0.566 -3.505
H -1.127 -1.743 -4.665
Ca -0.874 0.486 -0.369
C -0.924 3.883 -0.860
C 0.432 3.838 -0.423
C 1.149 2.956 -1.282
H 0.862 4.425 0.390
C 0.239 2.464 -2.269
C -1.048 3.043 -2.005
H -1.946 2.908 -2.613
H -1.705 4.505 -0.418
H 2.218 2.750 -1.221
H 0.493 1.807 -3.105
C -3.283 1.140 0.876
C -3.523 1.267 -0.524
C -3.533 -0.037 -1.094
H -3.717 2.197 -1.050
C -3.258 -0.969 -0.044
C -3.082 -0.242 1.161
H -2.873 -0.675 2.140
H -3.323 1.947 1.610
H -3.787 -0.285 -2.126
H -3.275 -2.054 -0.126
O 3.469 -3.017 1.450
C 2.334 -2.322 2.010
C 2.477 -0.809 1.705
H 2.298 -2.504 3.103
H 1.413 -2.735 1.551
C 3.840 -0.651 0.985
H 2.442 -0.212 2.629
H 1.643 -0.455 1.083
C 4.501 -2.027 1.201
H 4.443 0.163 1.408
H 3.668 -0.459 -0.089
H 5.159 -1.967 2.095
H 5.110 -2.368 0.348
C -0.322 2.902 2.795
C -0.008 1.417 2.809
C -0.808 0.603 3.813
O -0.078 0.860 1.536
H -1.266 3.111 2.279
H 0.467 3.416 2.243
H -0.360 3.329 3.803
H 1.040 1.341 3.158
H -1.885 0.667 3.616
H -0.524 -0.450 3.731
H -0.621 0.936 4.842
*
```

---

Entry from the OMol25 dataset: a cluster of 3 separate species, C5H14O2 in total in a non-equilibrium geometry (ωB97M-V/def2-TZVPD).

- Gap between HOMO and LUMO: 9.900 eV
- SMILES: C/C=C/CC.O.O

ORCA input file:
```
! wB97M-V def2-TZVPD RIJCOSX def2/J DEFGRID3
* xyz 0 1
C -1.175 -0.596 -2.251
C 0.117 -0.690 -1.572
C 0.186 -0.935 -0.257
C 1.320 -0.753 0.733
C 2.571 0.025 0.217
H -1.779 -1.512 -2.205
H -1.244 -0.155 -3.240
H -1.948 0.129 -1.874
H 1.007 -0.389 -2.095
H -0.727 -1.233 0.205
H 0.870 -0.233 1.571
H 1.602 -1.782 1.031
H 2.311 0.422 -0.755
H 3.386 -0.726 0.183
H 2.811 0.690 1.034
O -1.598 0.091 1.913
H -1.533 -0.845 1.814
H -1.043 0.577 1.304
O -1.700 2.764 1.019
H -2.321 2.170 1.471
H -1.113 2.981 1.754
*
```

---

no.,LUMO level (eV)
1,1.84
2,3.83
3,0.40
4,-5.35
5,-3.02
6,3.83
7,2.46
8,0.79